[1]
ORCA calculation (ωB97M-V/def2-TZVPD) on an isolated ion of composition C4H11N2 and charge +1.

Geometry as XYZ:
```
17
Properties=species:S:1:pos:R:3:nbo_charge:R:1
C -1.67 -0.57 -0.79 -0.108
C 0.45 -1.68 -0.51 -0.437
C 1.51 0.57 0.36 -0.438
C -0.78 1.52 0.61 -0.459
N -0.48 -0.61 -0.32 -0.015
N 0.06 0.49 0.18 -0.190
H -2.16 0.36 -1.11 0.244
H -1.95 -1.45 -1.28 0.219
H 0.80 -1.80 0.51 0.235
H -0.05 -2.60 -0.89 0.261
H 1.32 -1.43 -1.18 0.259
H 1.78 -0.23 1.13 0.218
H 2.05 0.35 -0.50 0.218
H 1.89 1.56 0.74 0.268
H -1.81 1.36 0.88 0.253
H -0.22 2.02 1.50 0.244
H -0.63 2.27 -0.23 0.226
```

## Properties
**Highest occupied orbital energy (spin up / spin down)**: -13.5 / -13.5 eV
**Frontier orbital gap (spin up / spin down)**: 9.209 / 9.208 eV
**Net charge**: +1
**SMILES string**: C=[N+](C)N(C)C



[2]
ORCA calculation (ωB97M-V/def2-TZVPD) on an isolated ion of composition C4H11N2 and charge +1.

Geometry as XYZ:
```
17
Properties=species:S:1:pos:R:3:nbo_charge:R:1
C 0.00 -1.61 0.27 -0.181
C 0.96 -0.43 0.10 -0.479
C 0.31 0.84 -0.42 0.097
C 0.89 2.00 -0.08 -0.394
N -0.62 0.65 -1.47 -0.874
N -1.14 -1.13 1.28 -0.719
H 0.42 -2.42 0.86 0.236
H -0.54 -1.95 -0.60 0.240
H 1.58 -0.80 -0.73 0.269
H 1.53 -0.20 0.99 0.241
H 0.89 2.94 -0.60 0.229
H 1.41 2.04 0.87 0.210
H -1.49 0.20 -1.39 0.386
H -0.50 1.36 -2.17 0.407
H -1.07 -0.12 1.05 0.450
H -0.92 -1.20 2.27 0.437
H -2.08 -1.53 1.23 0.445
```

## Properties
**Highest occupied orbital energy**: -12.5 eV
**Frontier orbital gap**: 8.824 eV
**Net charge**: +1
**SMILES string**: C=C(N)CC[NH3+]



[3]
ORCA calculation (ωB97M-V/def2-TZVPD) on a 2-piece molecular cluster, C4H11N2 overall.

Geometry as XYZ:
```
17
Properties=species:S:1:pos:R:3:nbo_charge:R:1
C -1.53 0.15 1.30 0.127
C 2.88 0.09 0.24 -0.613
C -1.01 1.13 -0.75 -0.448
C -1.17 -1.35 -0.55 -0.444
N 1.67 -0.37 0.52 -0.157
N -1.20 -0.03 0.07 -0.204
H -1.75 0.98 1.88 0.235
H -1.75 -0.79 1.81 0.207
H 2.84 1.24 0.38 0.254
H 3.84 -0.05 0.77 0.273
H 3.23 -0.23 -0.74 0.249
H -0.20 0.86 -1.50 0.252
H -1.98 1.49 -0.99 0.249
H -0.48 1.90 -0.20 0.244
H -1.03 -2.25 0.24 0.269
H -2.10 -1.42 -1.16 0.249
H -0.26 -1.34 -1.32 0.258
```

## Properties
**Highest occupied orbital energy (spin up / spin down)**: -13.2 / -12.9 eV
**Frontier orbital gap (spin up / spin down)**: 8.440 / 8.236 eV
**Net charge**: +1



[4]
ORCA calculation (ωB97M-V/def2-TZVPD) on C4H11N2 as an isolated structure.

Geometry as XYZ:
```
17
Properties=species:S:1:pos:R:3:nbo_charge:R:1
C 1.44 -0.56 0.04 -0.247
C 0.36 -0.56 1.01 -0.501
C -0.93 -0.16 0.29 0.132
C -1.93 0.48 0.92 -0.382
N -0.80 -0.01 -1.18 -0.840
N 1.46 0.70 -0.71 -0.754
H 1.54 -1.44 -0.61 0.234
H 2.51 -0.66 0.60 0.239
H 0.26 -1.60 1.38 0.265
H 0.43 0.02 1.91 0.252
H -2.01 0.62 2.03 0.251
H -2.69 0.94 0.20 0.212
H 0.38 0.67 -1.25 0.453
H -0.59 -0.86 -1.69 0.400
H -1.80 0.14 -1.49 0.427
H 2.29 0.74 -1.34 0.437
H 1.42 1.44 -0.01 0.422
```

## Properties
**Highest occupied orbital energy**: -13.7 eV
**Frontier orbital gap**: 10.544 eV
**Net charge**: +1



[5]
ORCA calculation (ωB97M-V/def2-TZVPD) on a 2-piece molecular cluster, C4H11N2 overall.

Geometry as XYZ:
```
17
Properties=species:S:1:pos:R:3:nbo_charge:R:1
C 1.54 -0.22 0.19 0.401
C -1.95 1.97 -0.15 -0.828
C 0.13 -2.53 -0.63 -0.347
C -0.45 -1.31 -0.50 -0.078
N 2.20 0.62 0.95 -0.708
N 0.28 -0.32 0.22 -0.503
H 2.10 -0.85 -0.41 0.229
H -2.64 2.65 0.29 0.244
H -2.29 1.63 -1.14 0.232
H -1.91 1.12 0.60 0.162
H -1.02 2.38 -0.25 0.200
H 0.97 -2.81 -0.08 0.196
H -0.23 -3.14 -1.49 0.242
H -1.43 -1.25 -1.01 0.264
H 3.20 0.54 0.95 0.435
H 1.75 1.20 1.65 0.425
H -0.26 0.31 0.80 0.434
```

## Properties
**Highest occupied orbital energy**: -14.2 eV
**Frontier orbital gap**: 10.281 eV
**Net charge**: +1



[6]
ORCA calculation (ωB97M-V/def2-TZVPD) on a 2-piece molecular cluster, C4H11N2 overall.

Geometry as XYZ:
```
17
Properties=species:S:1:pos:R:3:nbo_charge:R:1
C 1.69 0.19 0.25 0.185
C -0.07 -2.08 -0.18 -0.675
C -1.60 1.27 0.26 -0.427
C -0.19 -0.67 0.25 0.114
N 1.91 1.31 -0.31 -0.640
N -0.99 0.20 -0.51 -0.618
H 2.31 -0.32 0.99 0.205
H 0.50 -2.16 -1.00 0.225
H 0.17 -2.80 0.74 0.242
H -1.04 -2.51 -0.40 0.262
H -1.54 1.22 1.28 0.219
H -1.39 2.22 -0.13 0.198
H -2.60 1.06 -0.03 0.227
H -0.25 -0.75 1.38 0.238
H 2.76 1.82 -0.28 0.430
H -0.80 0.31 -1.48 0.403
H 1.13 1.68 -0.81 0.411
```

## Properties
**Highest occupied orbital energy**: -13.2 eV
**Frontier orbital gap**: 9.002 eV
**Net charge**: +1



[7]
ORCA calculation (ωB97M-V/def2-TZVPD) on an isolated ion of composition C4H11N2 and charge +2.

Geometry as XYZ:
```
17
Properties=species:S:1:pos:R:3:nbo_charge:R:1
C 1.01 0.92 -0.84 -0.228
C -0.21 -0.07 -1.19 -0.469
C -0.54 -0.89 0.10 0.263
C -0.01 -2.13 0.27 -0.089
N -1.43 -0.23 0.96 -0.678
N 0.79 1.58 0.53 -0.720
H 1.89 0.20 -0.66 0.243
H 1.38 1.66 -1.58 0.301
H -1.09 0.51 -1.39 0.249
H -0.02 -0.76 -1.99 0.298
H -0.25 -2.72 1.19 0.257
H 0.85 -2.54 -0.29 0.269
H -1.81 -0.65 1.79 0.449
H -2.27 0.22 0.58 0.455
H 1.00 2.57 0.58 0.483
H -0.30 1.38 0.56 0.449
H 1.02 0.95 1.38 0.467
```

## Properties
**Highest occupied orbital energy (spin up / spin down)**: -20.4 / -21.8 eV
**Spin multiplicity**: 2
**<S²>**: 0.760
**Frontier orbital gap (spin up / spin down)**: 11.864 / 9.144 eV
**Net charge**: +2



Quick rundown of relative energy (zero: lowest compared OMol25 entry of this formula, charge and spin), same order as above: 387.3, 216.6, 645.7, 211.2, 202.6, 397.7, 176.6 kJ/mol